(1)
# C38H57GeN2OP3Si2W

C38H57GeN2OP3Si2W as an isolated structure in a non-equilibrium geometry (ωB97M-V/def2-TZVPD, the Open Molecules 2025 dataset).

Results
- spin multiplicity = 1
- highest occupied orbital energy (Eh) = -0.475
- charge = +2

Geometry as XYZ:
```
105
Properties=species:S:1:pos:R:3:lowdin_charge:R:1
H 0.50979 -2.30246 -2.95544 -0.01
H 2.86637 1.01010 4.26373 0.04
H -3.15714 3.47805 4.52721 0.12
H 3.05198 2.04237 -0.47594 0.01
H 4.55064 -2.86010 -2.45249 0.09
C 0.34305 0.21203 4.88699 -0.09
C -2.58191 0.05909 -3.77504 -0.15
H -5.59723 -4.14199 -1.77500 0.12
H 3.94172 -1.06574 0.84583 -0.01
C 0.07506 -0.46185 3.69794 -0.30
C -4.45322 -1.00608 -1.21557 -0.09
C 0.21125 1.18311 -3.81968 -0.17
P -0.22055 0.39755 2.15388 0.74
H -4.68076 4.89031 -0.18425 0.12
H 2.81841 0.22424 -4.29101 0.06
C 3.91659 -0.51891 1.79075 -0.16
C 0.62497 -1.89799 6.00587 -0.05
H -1.44215 2.47158 -1.58959 0.09
C 4.80648 0.17610 -1.84079 -0.14
C -4.15294 3.94557 -0.19418 -0.05
H 2.86561 -3.13069 -1.95057 0.02
H -0.20002 -2.36453 2.75026 0.07
O 2.12951 -0.29196 -1.46903 -0.52
H -3.18290 -0.84688 -3.69997 0.04
H 4.12301 -0.96791 -4.45771 0.08
C 2.70373 -4.94880 1.43584 -0.20
H 2.08350 2.48399 3.65134 0.04
C -0.27387 -1.91987 -3.61492 -0.16
H 3.52951 -1.19851 2.55728 0.04
H -0.46053 -6.21073 1.08434 0.04
C -0.28634 3.16222 1.95644 -0.08
H 0.08567 -1.97335 -4.64525 0.04
H 0.88242 -4.57887 -2.26503 0.01
H -4.34449 0.83219 1.12483 0.12
H -1.12167 -2.60489 -3.53355 0.04
H 4.07209 -2.60003 -0.75852 0.06
H 0.51131 3.06911 1.22872 0.09
H -0.34182 5.30238 1.86028 0.12
H 0.32498 -3.65597 4.80826 0.11
C -0.48825 -5.12414 0.99038 -0.19
C 0.06319 -1.85749 3.67128 -0.08
H 3.83239 2.31040 3.56982 0.06
H 0.32860 1.29467 4.92081 0.11
C -5.31746 -2.02551 -1.59170 -0.05
C -1.87439 2.13371 3.46559 -0.08
H -6.30021 -1.78200 -1.97306 0.12
H 2.50422 -5.17812 -1.84544 0.02
H 2.44013 -1.51417 -4.30629 0.06
H 0.81702 0.01116 6.96620 0.12
H 1.09427 -6.20698 -1.62265 0.04
C 3.34249 2.30850 0.53967 -0.17
H -0.33500 2.12697 -3.74172 0.04
H -2.17049 5.50244 3.50867 0.12
H -4.76710 0.02462 -1.31850 0.11
C 0.61673 -0.51021 6.03965 -0.05
Si -0.84946 -0.19712 -3.16605 0.39
C 1.17922 -2.53798 0.21313 -0.42
C -3.66292 -3.66287 -0.97712 -0.06
C -1.79949 4.52431 3.23097 -0.05
H -5.52092 2.99865 1.16486 0.12
C -0.76992 4.41384 2.30620 -0.05
C -4.92149 -3.34972 -1.48012 -0.05
H -3.36236 -4.69809 -0.87615 0.11
C 1.45372 -5.17969 -1.55402 -0.21
H -2.64223 4.63241 -1.55612 0.12
C -3.96628 1.66574 0.54312 -0.09
H 1.13881 1.29707 -3.26071 0.00
C 3.15969 -0.76252 -3.98627 -0.14
H 5.68560 -0.28748 -2.29267 0.08
H -2.52810 0.33572 -4.83279 0.05
H 4.94691 -0.27862 2.06698 0.06
N 1.22052 0.50103 1.29044 -0.37
C -2.80502 -2.64990 -0.58849 -0.09
H -1.31345 -4.86526 0.32738 -0.01
H 0.83606 -2.45650 6.90857 0.12
H 0.44195 1.03661 -4.87863 0.05
C -2.33858 2.58812 -0.99095 -0.08
H 1.77204 -2.07962 1.04906 -0.02
P 3.37894 -0.82248 -2.21990 0.66
H -2.29544 1.24632 3.92547 0.12
H 4.95090 0.24338 -0.76413 0.04
C -3.00897 3.80126 -0.96775 -0.05
H 2.62198 -4.40294 2.37817 0.02
C -0.83377 2.02504 2.54202 -0.31
C -3.19129 -1.31557 -0.71778 -0.30
H 2.71043 -6.01555 1.66175 0.03
H 2.84391 3.24927 0.78989 0.04
H 4.41806 2.50340 0.56373 0.05
C -4.62839 2.88182 0.56422 -0.05
H 3.65638 -4.69952 0.96593 0.02
C 2.88761 1.76497 3.47704 -0.15
C 3.74890 -2.51281 -1.79657 -0.15
H -3.10339 0.86987 -3.25966 0.04
C -2.82241 1.51769 -0.24342 -0.32
C -2.35499 3.38659 3.80658 -0.05
C 0.34345 -2.57350 4.82328 -0.06
W 0.64603 -0.79485 -0.10695 1.55
H -1.83786 -2.88968 -0.16287 0.06
N -0.74212 -0.08443 -1.38857 -0.38
H 4.68232 1.17743 -2.25350 0.08
H -0.68766 -4.70223 1.97541 0.02
P -1.98646 -0.05585 -0.27284 0.74
Si 2.86126 1.01638 1.78329 0.38
Ge 1.21124 -4.52013 0.26419 0.75
C -1.09272 -0.59316 1.07740 -0.51
```


(2)
# CH2I3NO2S

CH2I3NO2S as an isolated structure in a non-equilibrium geometry (ωB97M-V/def2-TZVPD, the Open Molecules 2025 dataset).

Results
- spin multiplicity = 1
- highest occupied orbital energy (Eh) = -0.333

Geometry as XYZ:
```
10
Properties=species:S:1:pos:R:3:lowdin_charge:R:1
H -2.09023 0.05749 -0.82683 0.12
N -1.14716 0.34770 -0.42377 -0.14
I -0.61093 -2.77167 -0.04487 0.53
H -0.47257 0.36343 -1.20077 0.02
I 2.70436 -0.58870 -0.99013 0.66
O -1.90167 -0.60893 1.63150 -0.37
C 1.72440 1.27603 -1.09775 -1.11
I 1.99000 2.46997 0.64188 0.72
O 0.52997 -0.04473 1.43009 -0.52
S -0.72616 -0.50058 0.88065 0.10
```


(3)
# C16H42Br4N8O17

A 11-piece molecular cluster, C16H42Br4N8O17 overall in a non-equilibrium geometry (ωB97M-V/def2-TZVPD, the Open Molecules 2025 dataset).

Results
- SMILES = C[N+](=O)[O-].C[N+](=O)[O-].C[N+](=O)[O-].C[N+](=O)[O-].C[N+](=O)[O-].C[N+](=O)[O-].C[N+](=O)[O-].C[N+](=O)[O-].BrCCBr.BrCCBr.CCOCC
- spin multiplicity = 1
- highest occupied orbital energy (Eh) = -0.358

Geometry as XYZ:
```
87
Properties=species:S:1:pos:R:3:lowdin_charge:R:1
H -12.24789 11.56424 -28.52091 0.10
H -2.25580 11.22572 -33.88116 0.09
H -4.37894 14.79353 -21.40104 0.06
O -7.77393 15.39835 -28.14824 0.03
Br -4.24331 15.33243 -24.30503 0.54
N -7.21023 15.96155 -29.11676 -0.40
H -7.15450 10.38438 -26.83641 0.06
H -4.27170 11.36315 -30.63785 0.11
C -5.76911 10.87906 -28.47279 -0.30
O -9.52866 4.96202 -22.77335 0.08
Br -7.46942 7.07349 -35.83436 0.56
H -0.59075 11.59809 -34.00355 0.09
C -5.67570 15.01787 -22.90360 -0.67
C -6.37683 5.53646 -31.39403 0.04
C -0.39137 17.78791 -32.76904 0.03
C -0.31185 6.60122 -32.36432 0.04
O 0.63745 18.20336 -30.74286 0.08
O -7.75731 4.02295 -32.52452 0.07
H -6.03687 15.96998 -22.51482 0.05
O -10.72843 9.89931 -29.89500 0.07
H -9.42213 7.63320 -34.39477 0.06
H 0.19472 7.49874 -32.71925 0.10
O -7.75739 4.06908 -30.31644 0.05
H -6.52030 14.58999 -23.44367 0.05
H -9.33515 10.24586 -34.72776 0.07
C -1.48486 11.46685 -34.61301 0.04
O -4.72577 11.78190 -28.64012 -0.19
O -1.36580 17.38760 -30.73747 0.04
C -6.20032 10.88307 -27.00659 -0.06
O -1.40619 6.18544 -30.32713 0.05
H -1.25806 18.26721 -33.22427 0.10
H -5.20644 12.88611 -30.32943 0.12
O -7.64719 15.78850 -30.28921 0.03
H -2.02129 12.29858 -26.24391 0.10
N -7.37400 4.41026 -31.43517 -0.43
H -6.44806 11.89011 -26.67105 0.07
N -9.85519 6.00438 -22.28338 -0.45
O -2.01968 7.98515 -31.50579 0.02
C -5.23131 14.20923 -21.74768 -0.65
H -6.36702 17.72375 -28.46045 0.10
O -2.61040 13.54701 -34.51464 0.03
O -1.42011 12.09984 -23.63803 0.03
H -2.25953 12.33968 -29.80598 0.07
Br -7.01347 9.55137 -33.58565 0.50
H -10.77603 12.75094 -28.57968 0.10
H -10.69804 11.24507 -27.76322 0.09
C -1.66051 11.36115 -25.82063 0.04
N -0.35545 17.81117 -31.29693 -0.46
O -10.86920 6.07991 -21.57365 0.03
H -6.95214 6.37528 -31.00227 0.10
C -8.99413 8.16741 -35.24302 -0.66
Br -6.70559 14.05584 -20.36765 0.56
H 0.58319 18.07020 -33.16731 0.10
H -9.72462 8.19948 -36.05139 0.06
H -5.69111 17.24120 -29.87627 0.10
H -8.10286 10.05188 -35.84642 0.05
C -9.07408 7.25973 -22.47770 0.04
C -4.41294 12.22356 -29.98375 -0.24
H -3.00171 13.64601 -30.75603 0.07
H -5.49876 10.43323 -26.30406 0.07
N -1.34279 6.92868 -31.32380 -0.40
H -9.09624 7.83803 -21.55403 0.10
O -10.17134 11.83000 -30.73692 0.03
N -0.81782 11.71637 -24.64690 -0.45
C -8.51131 9.57028 -34.95797 -0.63
H -5.50614 5.40181 -30.75226 0.10
N -10.64890 11.08865 -29.84405 -0.44
C -3.11347 13.01354 -29.87535 -0.07
H -0.82398 5.99197 -33.10905 0.10
H -6.53364 11.21196 -29.17477 0.11
O 0.38152 11.66290 -24.75737 0.08
C -11.17544 11.73722 -28.61055 0.04
N -1.80079 12.84317 -35.17872 -0.41
H -1.06796 10.82155 -26.55943 0.09
O -1.26117 13.07865 -36.24855 0.06
C -6.02136 16.80469 -28.93367 0.04
H 0.37789 5.95026 -31.82710 0.09
H -4.78347 13.24187 -21.97517 0.06
H -5.26905 16.21065 -28.41478 0.10
H -8.08979 6.93314 -22.81327 0.09
H -6.08553 5.80121 -32.41048 0.08
H -1.26069 10.76668 -35.41775 0.10
H -9.45409 7.74927 -23.37438 0.10
H -5.52042 9.91564 -28.91785 0.11
H -0.51309 16.72491 -32.97717 0.10
H -3.08984 13.71688 -29.04298 0.07
H -2.40352 10.64234 -25.47514 0.10
```


(4)
# CH4N2S

One molecule with the formula CH4N2S in a non-equilibrium geometry (ωB97M-V/def2-TZVPD, the Open Molecules 2025 dataset).

Results
- SMILES = [H]/N=C\NS
- spin multiplicity = 1
- highest occupied orbital energy (Eh) = -0.335

Geometry as XYZ:
```
8
Properties=species:S:1:pos:R:3:lowdin_charge:R:1
N -1.48315 -0.84510 -0.11921 0.07
C -0.98127 0.30283 -0.13799 -0.36
H 0.58581 1.47876 -0.46919 0.12
H -1.62464 1.29008 -0.23080 0.14
S 1.95383 -0.29176 -0.21267 0.61
N 0.47093 0.48763 0.21072 -0.54
H 1.82993 -0.91517 1.16135 -0.04
H -0.75144 -1.50726 -0.20222 0.01
```


| no. | orbital gap (eV) |
| --- | --- |
| 1 | 6.640 |
| 2 | 7.249 |
| 3 | 9.084 |
| 4 | 9.437 |